Computed, not measured: one molecule with the formula C7H7OP at a distorted geometry, with wB97M-V/def2-TZVPD.

Atoms and positions in Å:
C -0.5783 -0.7220 2.8239
C -0.5534 -1.4399 1.6848
C -0.3349 -0.7012 0.4124
C -0.4114 -1.1114 -0.8627
C -0.4838 -0.1391 -1.9012
C 0.0397 1.1333 -2.1581
C 1.1528 1.6447 -1.4480
P 1.7713 2.7495 -0.3398
O 3.0674 2.6142 0.4238
H -0.9035 -1.1837 3.7244
H -0.5111 0.3462 2.6185
H -0.7057 -2.5409 1.6899
H -0.0391 0.3546 0.4284
H -0.4834 -2.1555 -1.1710
H -0.9071 -0.5308 -2.8559
H -0.1195 1.6820 -3.0694

## Properties
HOMO-LUMO gap (spin up / spin down): 0.236 / 0.228 Ha
HOMO level (spin up / spin down): -8.421 / -8.234 eV
energy above the lowest of the compared OMol25 structures with the same formula, charge and spin: 262.3 kJ/mol
SMILES string: C=C/C=C/C=C\C#P=O
E_LUMO (spin up / spin down): -1.992 / -2.021 eV

***

Computed, not measured: one molecule with the formula C4H8N2O5Si at a distorted geometry, with wB97M-V/def2-TZVPD.

Atoms and positions in Å:
O 2.2823 2.2236 1.6538
N 2.0390 1.0343 1.4746
O 2.7605 0.0519 1.5570
Si 0.2497 0.6580 0.8791
N -0.8125 1.5634 2.0661
O -1.9649 1.7770 1.8381
O -0.3297 1.7063 3.1493
C 0.2152 0.8903 -0.9726
C -0.4185 -0.1671 -1.7681
C -0.1200 -1.5095 -1.2398
C -0.7581 -1.8222 0.1715
O -0.3404 -0.8419 1.1703
H 1.2775 1.0284 -1.3834
H -0.2906 1.8264 -1.1261
H -0.1234 -0.1360 -2.9142
H -1.5209 -0.0154 -1.9467
H -0.5514 -2.3427 -1.9252
H 0.9463 -1.5411 -1.2625
H -1.8784 -1.5875 0.0050
H -0.6616 -2.7960 0.5739

## Properties
HOMO-LUMO gap: 0.386 Ha
HOMO level: -10.647 eV
energy above the lowest of the compared OMol25 structures with the same formula, charge and spin: 11.2 kJ/mol
SMILES string: O=[N+]([O-])[Si]1([N+](=O)[O-])CCCCO1
E_LUMO: -0.152 eV

***

Computed, not measured: one molecule with the formula C6H5F6NOS at a distorted geometry, with wB97M-V/def2-TZVPD.

Atoms and positions in Å:
C -0.7071 0.8491 -0.9969
C -0.7796 -0.2020 0.0059
C -1.2450 0.0199 -3.2563
C 0.2811 -0.3831 0.9801
C -0.8984 0.3871 -4.6589
C -2.0948 -1.1772 -3.0105
N -0.8230 0.8555 -2.3539
O -1.5713 2.0658 1.1977
F -2.0382 0.9949 -5.1787
F 0.1940 1.2194 -4.8761
F -0.5869 -0.6416 -5.4776
F -2.9675 -1.4254 -4.0269
F -1.3630 -2.2956 -2.8862
F -2.8241 -1.0663 -1.9057
S -2.0501 0.9496 0.4402
H -0.2093 1.7562 -0.7723
H -1.0161 -1.2448 -0.3499
H 0.5936 -1.3976 0.8408
H -0.0466 -0.4802 2.1123
H 1.0776 0.3117 1.1210

## Properties
HOMO-LUMO gap (spin up / spin down): 0.297 / 0.297 Ha
HOMO level (spin up / spin down): -9.434 / -9.434 eV
energy above the lowest of the compared OMol25 structures with the same formula, charge and spin: 189.7 kJ/mol
E_LUMO (spin up / spin down): -1.341 / -1.341 eV

***

Computed, not measured: a 2-piece molecular cluster, C5H6O overall, with wB97M-V/def2-TZVPD.

Atoms and positions in Å:
C 0.9323 0.8803 0.9152
C 0.4647 -0.3974 1.5689
C 0.1145 -1.4694 0.8985
O -0.2031 -2.4311 0.3064
H 1.9451 1.1396 1.2429
H 0.2688 1.7123 1.1751
H 0.9361 0.7886 -0.1743
H 0.3887 -0.4720 2.6493
C -1.3421 -0.4708 -1.9001
C -1.0848 0.5971 -2.3910
H -1.5525 -1.4199 -1.4532
H -0.8676 1.5426 -2.8378

## Properties
HOMO-LUMO gap: 0.358 Ha
HOMO level: -8.884 eV
energy above the lowest of the compared OMol25 structures with the same formula, charge and spin: 274.8 kJ/mol
SMILES string: CC=C=O.C#C
E_LUMO: 0.847 eV

***

Computed, not measured: a 5-piece molecular cluster, C27H30N4O9P overall, with wB97M-V/def2-TZVPD.

Atoms and positions in Å:
O -1.2110 -2.8177 1.1477
C -0.6602 -2.2779 2.3391
C 0.7971 -1.8124 2.1725
C 0.9543 -0.2771 2.2452
P 2.6053 0.1955 2.7778
H -0.6500 -3.5404 0.8582
H -1.3046 -1.4425 2.6112
H -0.7125 -3.0319 3.1298
H 1.4164 -2.3052 2.9271
H 1.1787 -2.1537 1.2070
H 0.2132 0.1956 2.8903
H 0.8330 0.1321 1.2387
H 3.1593 -0.8464 3.5079
H 2.6415 1.3743 3.5279
H 3.4176 0.3951 1.6617
C 3.0351 -4.3804 -3.4703
C 3.4940 -4.9026 -2.2670
C 3.8704 -4.0569 -1.2379
C 3.7770 -2.6910 -1.4417
C 3.3311 -2.1463 -2.6343
C 2.9568 -3.0051 -3.6530
N 4.1579 -1.7919 -0.3511
O 4.5514 -2.2790 0.6935
O 4.0404 -0.5874 -0.5204
H 2.7398 -5.0449 -4.2704
H 3.5592 -5.9731 -2.1307
H 4.2328 -4.4499 -0.2998
H 3.2796 -1.0758 -2.7640
H 2.6025 -2.6068 -4.5927
C -2.3590 5.1533 4.8422
C -2.0665 4.0611 5.6483
C -0.8213 3.4601 5.5775
C 0.1060 3.9709 4.6856
C -0.1631 5.0593 3.8720
C -1.4101 5.6520 3.9585
N 1.4280 3.3464 4.6118
O 1.6634 2.3927 5.3407
O 2.2355 3.7854 3.8133
H -3.3304 5.6245 4.9042
H -2.8065 3.6806 6.3384
H -0.5764 2.6148 6.2028
H 0.5863 5.4381 3.1927
H -1.6485 6.5047 3.3405
C -0.3492 3.4166 -1.5581
C -0.4920 3.3172 -0.1804
C -1.4696 4.0458 0.4767
C -2.2895 4.8696 -0.2710
C -2.1652 4.9894 -1.6415
C -1.1844 4.2526 -2.2862
N -3.3284 5.6551 0.4220
O -3.3965 5.5463 1.6332
O -4.0385 6.3673 -0.2507
H 0.4158 2.8446 -2.0663
H 0.1653 2.6713 0.3887
H -1.5912 3.9834 1.5482
H -2.8197 5.6475 -2.1929
H -1.0714 4.3349 -3.3581
C -3.8023 -3.6066 -3.8898
C -3.5013 -4.9567 -3.7711
C -2.2667 -5.4326 -4.1809
C -1.3533 -4.5355 -4.7017
C -1.6319 -3.1880 -4.8340
C -2.8708 -2.7253 -4.4229
N -0.0355 -5.0342 -5.1256
O 0.1848 -6.2227 -5.0183
O 0.7718 -4.2258 -5.5485
H -4.7679 -3.2401 -3.5680
H -4.2291 -5.6421 -3.3599
H -2.0189 -6.4801 -4.0989
H -0.8980 -2.5166 -5.2535
H -3.1101 -1.6754 -4.5210

## Properties
HOMO-LUMO gap: 0.317 Ha
HOMO level: -11.996 eV
net charge: +1
E_LUMO: -3.371 eV

***

Computed, not measured: a 2-piece molecular cluster, C6H14NO overall at a distorted geometry, with wB97M-V/def2-TZVPD.

Atoms and positions in Å:
C 0.2836 1.0909 -1.9260
C 1.0656 0.5426 -0.7355
C 0.3705 0.7809 0.6145
C -1.0048 0.1410 0.6630
C -2.0823 0.8800 1.1408
C -2.3577 -1.7922 0.2502
N -1.1326 -1.0617 0.1552
H -0.6364 0.5128 -2.0570
H 0.8074 0.8900 -2.8600
H 0.0714 2.1576 -1.8668
H 2.0822 0.9273 -0.6851
H 1.1264 -0.5386 -0.8353
H 0.3560 1.8277 0.8692
H 0.9928 0.3124 1.3855
H -1.9207 1.7603 1.7531
H -3.0778 0.6882 0.7473
H -3.0491 -1.3777 -0.5019
H -2.1611 -2.8170 -0.0365
H -2.8926 -1.6852 1.1869
H 4.5699 -0.8834 1.6554
H 4.5920 -1.2878 0.1773
O 3.9972 -1.0680 0.9057

## Properties
HOMO-LUMO gap: 0.220 Ha
HOMO level: -14.085 eV
energy above the lowest of the compared OMol25 structures with the same formula, charge and spin: 387.6 kJ/mol
net charge: +1
E_LUMO: -8.108 eV